C22H38N5O3S2Si2SrTe | ωB97M-V/def2-TZVPD

## Properties
Orbital gap ... 7.53 eV
HOMO level ... -10.936 eV
Relative energy (zero: lowest compared OMol25 entry of this formula, charge and spin) ... 6.3 kcal/mol
Charge ... +1
Calculated total energy ... -82577.1106 eV

Last column: Mulliken charge in e.
Cartesian coordinates (Å):
Sr: -0.84836 -0.53288 0.11441  1.628
C: 3.80078 -0.26320 1.41081  -1.812
C: 2.45676 -0.49409 0.78340  0.010
N: 1.35824 0.03626 1.19274  0.104
N: 1.32559 0.82940 2.25969  -0.300
C: 0.16790 1.46101 2.76699  0.185
N: 0.36501 2.01449 3.89910  -0.661
S: -1.30806 1.47398 1.86563  -0.475
C: 2.36290 -1.39063 -0.39705  0.907
C: 3.49272 -1.99158 -0.94326  -0.722
C: 3.36501 -2.81429 -2.05128  -0.515
C: 2.10949 -3.03629 -2.59461  -0.865
C: 1.03413 -2.41830 -1.98799  -0.181
N: 1.14562 -1.61767 -0.92646  -0.008
H: 3.78986 0.54151 2.14052  0.417
H: 4.53042 0.00985 0.64900  0.465
H: 4.15439 -1.16686 1.91427  0.375
H: 2.11839 0.91485 2.87832  0.245
H: 1.93981 1.14195 5.16221  0.312
H: -0.45239 2.48908 4.25966  0.264
H: 4.46922 -1.82343 -0.51246  0.403
H: 4.24162 -3.27710 -2.48654  0.440
H: 1.96740 -3.67401 -3.45602  0.460
H: 0.02713 -2.56910 -2.36972  0.462
C: -5.32561 -4.89275 -2.33409  -1.027
Si: -5.01294 -3.30465 -1.40659  -0.060
C: -6.58017 -2.39483 -0.95547  -1.004
C: -3.99346 -3.65795 0.13586  -0.891
C: -3.95023 -2.16562 -2.49395  -0.757
Te: -3.56028 -0.29313 -1.52834  0.067
C: -2.73613 0.65121 -3.28592  -0.934
Si: -4.06330 1.72780 -4.14404  0.198
C: -3.34503 2.36281 -5.74650  -0.993
C: -4.46628 3.10901 -2.94804  -1.008
C: -5.58460 0.67758 -4.46373  -0.912
H: -5.91144 -5.58549 -1.72206  0.327
H: -4.38741 -5.39021 -2.59578  0.328
H: -5.88226 -4.71459 -3.25834  0.325
H: -7.25120 -3.03079 -0.37090  0.348
H: -7.12436 -2.07571 -1.84945  0.318
H: -6.36261 -1.50515 -0.35995  0.364
H: -4.48462 -4.40372 0.76851  0.469
H: -3.85465 -2.75258 0.73727  0.260
H: -3.01202 -4.05067 -0.14917  0.214
H: -4.48788 -1.91050 -3.41086  0.314
H: -3.00049 -2.62868 -2.76642  0.441
H: -2.36333 -0.15274 -3.92170  0.443
H: -1.88764 1.26742 -2.97947  0.467
H: -2.41743 2.91673 -5.57645  0.317
H: -4.05038 3.03999 -6.23870  0.318
H: -3.13127 1.54464 -6.43985  0.310
H: -3.60382 3.76331 -2.78695  0.323
H: -4.78011 2.71567 -1.97756  0.342
H: -5.28274 3.72909 -3.32966  0.332
H: -5.38678 -0.11617 -5.19140  0.318
H: -6.38947 1.29801 -4.86903  0.381
H: -5.95564 0.22257 -3.54317  0.229
N: -0.69289 -3.32279 1.51475  -0.167
C: -0.14077 -2.73207 2.68750  0.571
C: -0.94234 -2.02838 3.58068  -0.283
C: -0.37052 -1.40829 4.68431  -0.665
C: 0.99872 -1.49373 4.88139  0.036
C: 1.80519 -2.20120 4.00082  -0.790
C: 1.23517 -2.81789 2.90508  -0.898
S: 1.75592 -0.64828 6.24603  1.356
O: 2.59578 0.44728 5.48829  -0.471
O: 0.71732 -0.01417 6.99405  -0.626
O: 2.69184 -1.51899 6.87053  -0.641
H: -1.61431 -3.70778 1.67319  0.277
H: -0.07630 -4.04166 1.16344  0.256
H: -2.01433 -1.97943 3.42298  0.386
H: -0.97003 -0.85371 5.39595  0.537
H: 2.86959 -2.27782 4.20141  0.492
H: 1.84765 -3.39182 2.21600  0.326

Atoms 1-2, force components in eV/Å:
-0.258 -0.995 0.246
-0.094 -0.070 -0.016